Record 1
A molecular structure, C5H8INO2. Source: the Open Molecules 2025 dataset; level of theory: wB97M-V/def2-TZVPD.

Properties
* LUMO level (spin up / spin down): -0.0712 / -0.0712 Ha
* relative energy (zero: lowest compared OMol25 entry of this formula, charge and spin): 8.029 eV

```
17
Properties=species:S:1:pos:R:3:forces:R:3:nbo_charge:R:1
C -1.039 -1.544 0.272 2.14 8.18 -0.65 -0.088
C -0.773 0.398 0.102 -2.21 -6.58 1.10 0.007
C 1.553 -0.267 0.357 1.19 -2.48 -2.60 -0.611
C 0.961 1.850 -0.826 -0.16 -0.84 -0.65 -0.596
C 0.612 0.828 0.352 -0.81 2.89 -1.86 -0.447
N -2.307 -1.946 0.333 -2.06 -0.40 -0.97 0.396
O -3.298 -1.203 0.122 1.07 -1.07 0.48 -0.464
O -2.356 -3.171 0.474 -1.01 -0.44 0.40 -0.422
I -2.405 1.509 -0.593 1.19 -0.47 0.57 0.403
H -0.283 -2.100 0.774 0.27 -0.13 0.03 0.217
H 2.573 -0.037 0.301 1.57 1.29 0.83 0.233
H 1.575 -0.802 -0.625 -0.89 0.24 0.40 0.222
H 1.439 -1.045 1.045 -0.35 -0.78 1.47 0.221
H 1.838 2.474 -0.536 -0.75 -0.36 -0.42 0.225
H 1.194 1.214 -1.761 -0.18 1.09 1.40 0.215
H 0.026 2.432 -1.066 1.49 -0.14 0.31 0.221
H 0.689 1.411 1.274 -0.50 0.01 0.16 0.270
```
Forces are in eV/Å.

***

Record 2
A molecular structure, C5H8IO6Sc. Source: the Open Molecules 2025 dataset; level of theory: wB97M-V/def2-TZVPD.

Properties
* LUMO level: -0.0017 Ha

```
21
Properties=species:S:1:pos:R:3:forces:R:3:nbo_charge:R:1
Sc -0.395 -0.203 0.637 0.38 -2.25 -0.05 1.713
O 1.527 -1.388 -3.016 0.22 -0.12 -0.55 -0.629
C 1.344 -0.987 -1.790 -0.35 0.01 0.76 0.815
O 0.399 -1.323 -1.096 0.45 -0.29 -0.70 -0.626
C 2.406 -0.065 -1.217 0.21 -0.15 -0.16 -0.186
O 1.870 0.640 -0.113 -0.32 -0.09 -0.05 -0.530
C 1.348 1.928 -0.497 -0.40 0.45 -0.32 -0.204
C 0.046 1.738 -1.369 1.47 0.85 -0.38 0.747
O 0.002 2.216 -2.481 -0.07 0.03 0.09 -0.594
O -0.833 1.000 -0.806 -1.13 0.42 -0.35 -0.810
H 0.791 -1.949 -3.328 0.13 0.13 0.32 0.522
H 2.784 0.608 -1.993 -0.06 -0.05 0.12 0.229
H 3.236 -0.680 -0.847 -0.15 0.04 -0.13 0.240
H 2.107 2.498 -1.051 -0.23 -0.22 0.10 0.205
H 1.113 2.441 0.442 0.02 -0.11 -0.21 0.225
C -0.782 2.136 2.537 0.02 0.58 0.54 -0.240
O -0.376 0.905 2.042 -0.01 0.98 0.98 -0.861
H -0.729 2.924 1.763 -0.06 -0.22 0.21 0.157
H -0.135 2.434 3.377 -0.17 0.02 -0.18 0.178
H -1.816 2.086 2.910 0.23 0.03 -0.11 0.180
I -1.249 -2.663 1.525 -0.14 -0.04 0.07 -0.531
```
Forces are in eV/Å.

***

Record 3
A molecular structure, C5H8LiNdO4. Source: the Open Molecules 2025 dataset; level of theory: wB97M-V/def2-TZVPD.

Properties
* 2S+1: 5
* LUMO level (spin up / spin down): -0.1921 / -0.1904 Ha
* relative energy (zero: lowest compared OMol25 entry of this formula, charge and spin): 1.194 eV
* charge: +1

```
19
Properties=species:S:1:pos:R:3:forces:R:3:lowdin_spin:R:1
C -1.915 -1.393 -1.539 -0.32 0.07 0.22 0.000
C -0.787 -1.829 -0.619 0.59 0.01 2.25 0.000
O 0.434 -1.597 -1.140 0.45 1.32 -0.42 0.000
Li 0.964 -0.092 -1.943 0.21 -0.74 0.18 0.000
H -2.886 -1.781 -1.197 0.18 0.22 -0.25 0.000
H -1.955 -0.292 -1.569 -0.14 -0.11 0.05 0.000
H -1.709 -1.709 -2.574 -0.09 -0.19 0.44 0.000
H -0.854 -2.880 -0.264 -0.46 0.21 -0.43 0.000
H -0.884 -1.265 0.498 -0.34 -0.79 -1.83 0.000
O 1.438 0.783 2.556 -0.68 -0.82 -0.64 -0.007
C 1.973 1.322 -0.637 0.28 -0.22 -0.12 0.000
C 0.355 0.530 1.986 0.17 2.85 1.77 0.000
O 3.139 1.557 -0.318 0.28 0.47 0.56 -0.008
O 1.121 2.015 0.297 0.03 0.95 1.16 -0.004
C -0.016 1.324 0.765 0.47 -1.24 -1.28 0.000
Nd 3.231 2.542 2.106 -1.07 -1.22 -1.55 4.020
H -0.487 0.134 2.582 0.52 -0.85 -0.42 0.000
H -0.815 2.039 1.012 0.07 -0.35 0.03 0.000
H -0.348 0.591 -0.002 -0.17 0.43 0.29 0.000
```
Forces are in eV/Å.

***

Record 4
A molecular structure, C5H8LiO6. Source: the Open Molecules 2025 dataset; level of theory: wB97M-V/def2-TZVPD.

Properties
* 2S+1: 2
* LUMO level (spin up / spin down): -0.3977 / -0.4172 Ha
* charge: +2

```
20
Properties=species:S:1:pos:R:3:forces:R:3:lowdin_spin:R:1
O 0.288 1.330 3.158 0.17 -1.19 -0.95 0.771
C 0.727 1.022 1.979 0.92 -0.77 0.06 0.099
O -0.359 1.151 -0.139 0.54 -0.87 0.60 -0.022
C -0.748 1.662 -1.261 -0.41 -0.06 -1.66 -0.032
C 0.321 1.948 0.846 -0.32 0.86 -0.51 0.017
O -0.995 2.910 -1.377 0.11 0.53 0.21 -0.785
O -0.917 0.979 -2.271 -0.21 -0.40 0.48 -0.140
H 0.754 -0.284 1.443 -0.85 0.93 0.44 0.016
H -0.351 2.763 1.147 0.31 -0.34 0.43 -0.003
H 1.231 2.381 0.413 -0.23 -0.08 -0.07 -0.001
O 1.929 -2.476 0.774 -0.90 0.61 0.24 0.016
C 0.988 -1.732 0.263 2.07 -1.45 -1.62 0.005
C -0.337 -2.426 0.096 -0.90 -0.05 1.08 0.123
O -1.044 -2.076 -0.985 0.18 0.37 0.08 0.778
H 2.822 -2.273 0.435 0.03 0.16 0.33 0.000
H 1.341 -1.185 -0.627 -0.48 0.84 0.65 0.000
H 1.830 0.879 2.011 0.00 0.54 0.53 0.068
H -0.953 -2.327 1.018 -0.20 -0.12 -0.19 0.051
H -0.201 -3.536 0.062 0.21 0.24 0.11 0.045
Li -1.486 -0.845 -2.503 -0.05 0.27 -0.21 -0.005
```
Forces are in eV/Å.

***

Record 5
A gas-phase ion, C5H8N (charge +1). Source: the Open Molecules 2025 dataset; level of theory: wB97M-V/def2-TZVPD.

Properties
* LUMO level (spin up / spin down): -0.2234 / -0.2233 Ha
* relative energy (zero: lowest compared OMol25 entry of this formula, charge and spin): 4.575 eV
* charge: +1

```
14
Properties=species:S:1:pos:R:3:forces:R:3:nbo_charge:R:1
C 1.962 0.223 -0.462 -0.22 -1.83 1.25 -0.281
C 1.253 1.104 -0.994 -2.11 -1.05 1.45 0.265
C 1.425 -0.682 0.652 0.63 0.24 2.13 -0.466
C -0.032 -0.698 0.700 -1.28 -2.89 0.74 0.170
C -2.003 0.548 -0.100 -1.30 2.04 0.90 -0.451
N -0.671 0.177 0.134 1.84 1.56 -2.17 -0.328
H 2.934 -0.060 -0.715 1.81 0.12 -0.62 0.319
H 1.801 -1.696 0.828 0.50 0.18 -1.05 0.282
H 1.715 -0.211 1.631 0.08 -0.06 -0.66 0.288
H -0.521 -1.630 1.170 0.61 1.44 -0.29 0.228
H -1.994 1.198 -1.012 -0.38 -0.59 0.83 0.227
H -2.776 -0.237 -0.203 0.67 0.09 0.19 0.243
H -2.221 1.210 0.815 -0.34 -0.79 -1.51 0.246
H 0.592 1.782 -1.398 -0.51 1.53 -1.18 0.256
```
Forces are in eV/Å.

***

Record 6
A gas-phase ion, C5H8N (charge +1). Source: the Open Molecules 2025 dataset; level of theory: wB97M-V/def2-TZVPD.

Properties
* LUMO level (spin up / spin down): -0.1902 / -0.1902 Ha
* relative energy (zero: lowest compared OMol25 entry of this formula, charge and spin): 4.968 eV
* charge: +1

```
14
Properties=species:S:1:pos:R:3:forces:R:3:nbo_charge:R:1
C -0.936 0.088 -0.774 -0.69 -1.47 2.68 0.398
C -1.417 -0.166 0.346 -1.85 0.86 -0.68 -0.066
C -0.573 -0.163 1.353 0.05 -2.43 2.25 0.114
C -0.147 -1.445 2.009 -2.53 -1.35 -0.45 -0.704
C 0.608 1.447 -1.748 3.95 1.32 -1.21 -0.463
N 0.113 0.140 -1.438 0.41 0.08 -4.30 -0.487
H -0.139 0.767 1.564 0.55 1.24 0.94 0.228
H -0.434 -1.636 3.075 -0.17 0.81 -0.72 0.300
H 0.904 -1.546 2.042 1.29 -0.05 -0.34 0.264
H -0.676 -2.294 1.425 1.22 1.19 0.95 0.246
H 1.153 1.459 -2.713 -0.58 -0.47 0.20 0.248
H -0.150 2.178 -1.876 -0.62 0.63 0.52 0.240
H 1.494 1.737 -1.095 -1.61 -0.21 -0.08 0.242
H 0.200 -0.565 -2.172 0.59 -0.16 0.24 0.439
```
Forces are in eV/Å.

***

Record 7
A molecular structure, C5H8N. Source: the Open Molecules 2025 dataset; level of theory: wB97M-V/def2-TZVPD.

Properties
* LUMO level: -0.1735 Ha
* relative energy (zero: lowest compared OMol25 entry of this formula, charge and spin): 5.254 eV
* charge: +1

```
14
Properties=species:S:1:pos:R:3:forces:R:3:nbo_charge:R:1
C 0.637 -0.426 1.000 1.66 -2.12 0.63 0.564
C 0.377 0.312 -0.751 3.08 0.68 -2.79 -0.413
C 1.623 -0.865 -0.381 2.17 0.38 -4.46 -0.253
C -0.391 0.627 0.482 0.92 0.09 2.76 -0.236
C -1.890 0.279 0.594 -1.88 0.95 -2.33 -0.644
N 1.622 -1.230 1.018 -4.15 2.87 1.46 -0.192
H 1.071 1.048 -1.295 -1.28 -0.27 1.71 0.290
H -0.246 0.038 -1.559 -0.78 -1.37 -0.58 0.276
H 1.728 -1.751 -1.091 -1.35 0.83 1.17 0.281
H 2.562 -0.301 -0.635 -0.96 -0.27 0.82 0.244
H -0.061 1.579 0.969 -0.57 -0.67 -0.41 0.294
H -2.633 1.154 0.232 2.25 -1.46 0.82 0.278
H -2.249 0.048 1.601 0.44 -0.23 -0.23 0.267
H -2.151 -0.513 -0.184 0.45 0.58 1.43 0.243
```
Forces are in eV/Å.

***

Record 8
A gas-phase ion, C5H8N (charge +1). Source: the Open Molecules 2025 dataset; level of theory: wB97M-V/def2-TZVPD.

Properties
* LUMO level: -0.1567 Ha
* relative energy (zero: lowest compared OMol25 entry of this formula, charge and spin): 6.255 eV
* charge: +1

```
14
Properties=species:S:1:pos:R:3:forces:R:3:nbo_charge:R:1
C 0.225 -1.542 0.016 0.69 1.14 6.01 -0.180
C -0.674 1.302 -0.671 0.05 0.60 1.49 0.034
C 0.743 -0.211 0.794 -0.59 0.19 -1.54 -0.226
C 0.317 1.998 -0.359 0.49 1.51 0.61 0.009
C -0.735 -1.872 -0.792 1.49 2.74 -1.89 -0.356
N -0.144 1.119 0.775 0.43 -0.39 -1.16 -0.413
H 1.017 -0.425 1.798 -0.38 -0.42 0.98 0.239
H 1.670 0.159 0.358 -0.05 -0.19 -0.24 0.224
H 0.410 -2.374 0.728 0.86 0.52 -0.49 0.220
H 0.831 2.947 -0.459 0.52 -0.54 0.13 0.289
H -1.546 1.254 -1.226 -1.58 -0.84 -0.71 0.277
H -0.681 -2.865 -0.997 -1.07 -2.88 -0.65 0.230
H -0.875 -1.176 -1.578 -1.53 0.46 -0.82 0.188
H -0.557 1.685 1.613 0.67 -1.92 -1.71 0.467
```
Forces are in eV/Å.